(1)
Entry from the Open Molecules 2025 dataset: a molecular structure, C4H16FeN8O8P at a distorted geometry (wB97M-V/def2-TZVPD).

Geometry (Å):
Fe: -8.7231 -3.4101 3.5881
P: -8.3719 -1.8017 5.2104
O: -7.1884 -2.1060 4.3087
O: -8.3411 -0.7374 6.3119
O: -8.8212 -3.1805 5.6564
O: -9.3878 -1.7039 4.1256
C: -7.4714 -6.0974 4.1864
O: -7.5419 -4.9817 3.6908
N: -6.3030 -6.6317 4.4299
N: -8.4770 -6.8018 4.6449
H: -6.0714 -7.5877 4.6587
H: -5.5888 -6.0778 3.9793
H: -9.3738 -6.3955 4.4196
H: -8.5194 -7.7610 4.9584
C: -11.4529 -4.7369 2.7339
O: -10.4359 -4.7637 3.3246
N: -12.5494 -4.3274 3.3049
N: -11.6879 -5.0243 1.4737
H: -12.5238 -4.2485 4.3115
H: -13.3719 -4.1308 2.7528
H: -12.5963 -4.9558 1.0375
H: -10.8953 -5.0059 0.8480
C: -12.4647 -0.8023 2.5808
O: -13.2395 -0.0754 2.0357
N: -11.2348 -0.8986 2.2192
N: -12.7519 -1.3857 3.7124
H: -10.5677 -1.2757 2.8771
H: -10.9864 -0.4591 1.3444
H: -13.7076 -1.3349 4.0350
H: -12.0099 -1.4517 4.3945
C: -8.6888 -2.7405 0.4704
O: -8.6779 -3.0646 1.6011
N: -9.7701 -2.4126 -0.1396
N: -7.6939 -2.9593 -0.3619
H: -9.7950 -2.6584 -1.1189
H: -10.3988 -1.7002 0.2028
H: -7.7625 -2.7258 -1.3421
H: -6.9138 -3.3713 0.1299

Summary:
expectation value of S²	6.01
maximum force	8.8	eV/Å
multiplicity	5
HOMO-LUMO gap (alpha / beta)	4.362 / 4.524	eV
energy relative to the best compared isomer or geometry (same formula, charge and spin)	506.3	kJ/mol
M	391.04	g mol⁻¹
net charge	-1

---

(2)
Entry from the Open Molecules 2025 dataset: 2 unconnected molecules or ions with the total composition CH6S3 at a distorted geometry (wB97M-V/def2-TZVPD).

Geometry (Å):
C: -1.3381 0.4799 -1.2907
S: -0.0821 1.8259 -1.1183
S: -0.1606 2.1464 0.8942
H: -2.2357 0.7876 -0.7613
H: -1.5296 0.0672 -2.2736
H: -0.8627 -0.3161 -0.7097
H: 0.2843 0.8879 1.2323
S: 2.5629 -1.7518 1.5490
H: 1.2970 -1.7678 2.0325
H: 2.0646 -2.3592 0.4454

Summary:
SMILES	CSS.S
maximum force	1.6	eV/Å
HOMO-LUMO gap	9.299	eV
energy relative to the best compared isomer or geometry (same formula, charge and spin)	27.6	kJ/mol
M	114.26	g mol⁻¹